ORCA calculation (the ωB97M-V functional and the def2-TZVPD basis) on the molecule C19H29N3O4S.

Each line ends with the Löwdin charge.
Geometry (Å):
C -5.9786 1.5254 -5.2611  -0.09
O -4.9014 2.3645 -4.9217  -0.08
C -4.0157 1.9351 -3.9804  -0.27
C -2.9919 2.8245 -3.6537  0.01
C -2.0453 2.4945 -2.7082  -0.01
C -2.0806 1.2529 -2.0772  -0.29
N -1.1516 0.8652 -1.0919  -0.13
C 0.2171 1.3425 -1.1555  -0.29
C 0.8415 1.0243 -2.5160  -0.01
C 1.0140 0.5594 -0.1076  -0.48
O 0.9057 -0.6510 -0.0294  0.03
N 1.8913 1.3139 0.5922  0.08
N 2.5761 1.0036 1.7439  0.12
C 3.2318 -0.0547 1.9868  -0.29
C 3.8155 -0.0776 3.3757  -0.14
C 2.7586 -0.4150 4.4362  -0.19
C 2.2023 -1.8364 4.3584  -0.19
C 1.4171 -2.1200 3.0699  -0.20
C 2.1394 -3.0278 2.0731  -0.20
C 3.5471 -2.5766 1.6903  -0.19
C 3.5756 -1.1846 1.0589  -0.12
S -1.7907 0.6809 0.4579  0.66
C -1.8736 -1.0989 0.7443  -0.10
O -0.8489 1.2582 1.3771  -0.27
O -3.1290 1.1913 0.4664  -0.27
C -3.0974 0.3684 -2.4067  -0.01
C -4.0615 0.7011 -3.3415  0.00
H -6.6093 1.3102 -4.3927  0.10
H -5.6329 0.5849 -5.7024  0.09
H -6.5591 2.0763 -5.9996  0.09
H -2.9693 3.7832 -4.1472  0.12
H -1.2824 3.2139 -2.4544  0.12
H 0.2751 2.4211 -0.9478  0.14
H 0.2934 1.5096 -3.3186  0.07
H 1.8747 1.3637 -2.5311  0.09
H 0.8176 -0.0508 -2.6755  0.10
H 1.7028 2.3094 0.5975  0.14
H 4.6461 -0.7797 3.4335  0.11
H 4.1918 0.9228 3.5963  0.12
H 1.9369 0.2953 4.3308  0.11
H 3.2076 -0.2688 5.4221  0.11
H 3.0144 -2.5581 4.4690  0.11
H 1.5415 -1.9716 5.2179  0.11
H 0.4718 -2.6067 3.3222  0.11
H 1.1634 -1.1796 2.5821  0.09
H 1.5328 -3.0789 1.1669  0.10
H 2.2062 -4.0369 2.4906  0.11
H 4.2018 -2.6174 2.5613  0.09
H 3.9455 -3.2856 0.9594  0.11
H 2.9125 -1.1816 0.1957  0.10
H 4.5937 -0.9819 0.7036  0.13
H -2.0757 -1.2324 1.7995  0.07
H -2.6783 -1.5002 0.1452  0.05
H -0.9127 -1.5193 0.4780  0.04
H -3.1364 -0.5929 -1.9208  0.11
H -4.8401 -0.0116 -3.5619  0.10

## Properties
Highest occupied orbital energy, eV: -8.27
Kohn-Sham gap, eV: 9.018
Max |F|, Eh/bohr: 0.019
Energy relative to the best compared isomer or geometry (same formula, charge and spin), kJ/mol: 283.45
Calculated total energy, Ha: -1604.7665


ORCA calculation (the ωB97M-V functional and the def2-TZVPD basis) on a cluster of 7 separate species, C19H29NO20P in total at a distorted geometry.

Each line ends with the Löwdin charge.
Geometry (Å):
C 0.3830 2.9850 -3.1397  -0.34
P -0.5591 1.3443 -2.8826  0.73
O 0.4171 0.1374 -3.7287  -0.43
N -2.1337 1.3053 -3.7176  -0.50
O -2.8265 2.3944 -3.3395  -0.36
H 0.1954 3.4734 -4.2044  0.02
H 0.1941 3.7560 -2.2582  0.02
H 1.5452 2.7160 -3.1078  0.04
H 1.2005 0.0045 -3.0862  0.00
H -3.2199 2.2655 -2.4180  0.05
C -1.0077 6.0959 1.0181  -0.15
C 0.3237 6.3464 1.6487  -0.16
O 0.9903 5.1066 1.5051  0.05
C 0.4058 4.4612 0.4537  -0.52
O 0.8397 3.4414 -0.0558  0.11
O -0.7263 5.1061 0.0465  0.06
H -1.4218 6.9927 0.5493  0.13
H -1.7384 5.6959 1.7288  0.11
H 0.8961 7.1186 1.1240  0.13
H 0.2393 6.6216 2.7036  0.13
C -1.6304 1.6065 -7.4249  -0.14
C -0.5663 2.1746 -6.5428  -0.16
O 0.5950 2.1060 -7.3483  0.06
C 0.1762 2.0861 -8.6475  -0.53
O 0.9153 2.1996 -9.6112  0.10
O -1.1768 1.9236 -8.7274  0.04
H -2.6103 2.0535 -7.2361  0.13
H -1.7120 0.5183 -7.3342  0.13
H -0.7544 3.2213 -6.2817  0.13
H -0.4355 1.5969 -5.6237  0.08
C -0.7331 1.0874 3.0133  -0.13
C -2.0088 1.1650 3.7875  -0.14
O -2.0010 2.4853 4.2963  0.06
C -1.1989 3.2227 3.4739  -0.48
O -1.0997 4.4377 3.5168  0.12
O -0.5235 2.4237 2.5970  0.08
H -0.8096 0.4201 2.1505  0.14
H 0.1135 0.7731 3.6326  0.14
H -2.8918 1.0358 3.1527  0.14
H -2.0466 0.4358 4.6015  0.13
C 4.6115 -1.7345 -1.0875  -0.15
C 4.1628 -1.4906 -2.4918  -0.14
O 3.1289 -0.5363 -2.3420  0.03
C 3.3528 0.1092 -1.1601  -0.51
O 2.7532 1.1069 -0.7959  0.14
O 4.3353 -0.5068 -0.4399  0.06
H 5.6767 -1.9740 -1.0263  0.13
H 4.0392 -2.5291 -0.5975  0.13
H 4.9539 -1.0602 -3.1148  0.14
H 3.7865 -2.3981 -2.9720  0.14
C -0.7063 -3.9798 5.3420  -0.13
C 0.0941 -2.7620 5.6725  -0.13
O 0.3089 -2.1611 4.4096  0.06
C -0.6894 -2.5980 3.5872  -0.51
O -0.9111 -2.1496 2.4748  0.14
O -1.4073 -3.6008 4.1724  0.06
H -1.4025 -4.2500 6.1407  0.14
H -0.0758 -4.8449 5.1114  0.11
H -0.4555 -2.0605 6.3091  0.13
H 1.0456 -3.0070 6.1524  0.14
C -1.9793 -7.1042 2.6931  -0.13
C -0.7187 -7.3168 1.9194  -0.13
O 0.2941 -6.9823 2.8492  0.07
C -0.2407 -7.1459 4.0946  -0.53
O 0.4021 -7.1085 5.1305  0.12
O -1.5877 -7.3577 4.0292  0.06
H -2.7763 -7.7872 2.3865  0.14
H -2.3455 -6.0747 2.6214  0.14
H -0.5870 -8.3599 1.6130  0.14
H -0.6602 -6.6764 1.0350  0.14

## Properties
Highest occupied orbital energy, eV: -1.58
Kohn-Sham gap, eV: 3.237
Max |F|, Eh/bohr: 0.105
Total charge: -1
Calculated total energy, Ha: -2642.2599


ORCA calculation (the ωB97M-V functional and the def2-TZVPD basis) on a cluster of 2 separate species, C19H30BClN3O6P2 in total at a distorted geometry.

Each line ends with the Löwdin charge.
Geometry (Å):
C -1.7049 3.0564 0.1083  -0.18
C -2.2693 2.0303 -0.9867  -0.38
P -2.1474 0.2227 -0.5414  1.06
C -3.2049 -0.2877 0.9357  -0.42
C -3.7330 0.9263 1.8286  -0.18
C -0.3651 -0.3782 -0.4096  -0.44
C -0.0498 -0.4294 1.1447  -0.22
N 0.0608 -0.6863 2.2667  0.14
C 0.6832 0.5862 -1.0380  -0.17
C 2.1397 0.5624 -0.4305  -0.19
C 2.4327 1.7502 0.5807  -0.16
C 3.9464 1.7219 1.0888  -0.14
N 4.1518 0.9099 2.3066  -0.11
C 5.0844 1.1607 3.3496  -0.13
C 5.0009 0.1422 4.3972  -0.13
C 3.9323 -0.8362 3.9698  -0.09
C 3.5211 -0.2653 2.6905  -0.12
C -0.3331 -1.8354 -1.0473  -0.25
C 1.1134 -2.4736 -0.9710  -0.16
N 2.2323 -2.7462 -0.9228  0.15
C -1.2784 -2.8888 -0.3114  -0.15
C -2.6650 -3.1670 -1.0144  -0.25
C -3.5539 -3.9269 0.0820  -0.60
Cl -5.2536 -4.2405 -0.4896  0.45
B -0.6982 -1.8078 -2.6358  -0.60
O -1.0742 -0.6786 -3.3596  0.10
O -0.5770 -3.0579 -3.3729  0.06
H -2.5347 3.6634 0.5660  0.04
H -1.0961 2.4845 0.8660  0.05
H -1.0285 3.7789 -0.4384  0.06
H -1.7939 2.1921 -2.0456  0.04
H -3.3752 2.2551 -1.1099  0.07
H -4.1146 -0.8153 0.5094  0.05
H -2.7226 -1.0195 1.6395  0.05
H -3.0078 1.1176 2.6696  0.07
H -3.9854 1.8423 1.2382  0.05
H -4.6822 0.5510 2.3293  0.05
H 0.3207 1.6547 -0.8951  0.10
H 0.7967 0.4714 -2.1657  0.09
H 2.4510 -0.3979 0.0586  0.06
H 2.8564 0.7146 -1.2968  0.13
H 2.3002 2.7249 0.0183  0.12
H 1.7248 1.6880 1.4524  0.10
H 4.6618 1.4090 0.2810  0.12
H 4.1953 2.7912 1.3568  0.12
H 5.7874 2.0256 3.3386  0.09
H 5.5910 0.0297 5.3352  0.06
H 3.5415 -1.7539 4.4602  0.07
H 2.7379 -0.8212 2.1278  0.09
H -0.7273 -3.8805 -0.3109  0.12
H -1.4880 -2.6592 0.7669  0.10
H -3.2535 -2.2546 -1.2891  0.08
H -2.6005 -3.9011 -1.8732  0.11
H -3.6343 -3.2094 0.9540  0.05
H -3.0316 -4.8347 0.4976  0.08
H -0.2844 -0.2086 -3.7643  0.10
H 0.3781 -3.1372 -3.5630  0.09
O 0.9461 1.4999 -3.9613  -0.53
P 0.1254 2.8383 -3.7972  -0.12
O -1.3963 2.4871 -3.7038  -0.52
O 0.3876 3.7727 -5.0009  -0.58
O 0.5639 3.5374 -2.4687  -0.54

## Properties
Highest occupied orbital energy, eV: 3.69
Kohn-Sham gap, eV: 1.669
Max |F|, Eh/bohr: 0.094
Total charge: -3
Calculated total energy, Ha: -2525.3253


ORCA calculation (the ωB97M-V functional and the def2-TZVPD basis) on the ion C19H30BF2N4O8S with charge +1 at a distorted geometry.

Each line ends with the Löwdin charge.
Geometry (Å):
C 0.6278 3.7241 -0.9422  -0.14
C 1.5946 2.7026 -1.7034  -0.51
S 1.0701 2.3185 -3.4272  0.90
C 0.2644 0.6520 -3.5049  -0.39
C 0.4894 -0.2399 -2.2484  -0.06
C -0.4800 -0.1135 -1.1352  0.07
C -1.6779 0.8780 -1.1324  -0.35
O -2.4948 0.9582 -2.0217  0.16
O -1.8486 1.7277 -0.0489  0.15
B -3.2386 2.0835 0.1051  -0.64
O -3.6317 3.3983 -0.2257  0.18
N -4.2920 1.1787 0.6126  -0.12
C -5.4082 1.0550 -0.3837  -0.08
C -4.9009 1.6995 1.8761  -0.08
C -0.2879 -0.9715 0.0456  0.02
C -1.2455 -0.9181 1.2980  -0.12
O -1.0672 -2.0424 2.1557  -0.11
C -0.4052 -1.6825 3.3686  -0.21
O 0.8203 -1.0106 3.0410  -0.14
C 1.1334 -0.0097 4.0351  -0.16
C 0.2917 1.3127 3.8494  -0.22
O 0.5510 1.9727 2.5981  -0.09
C 0.8506 -1.9069 0.0332  0.10
N 1.7541 -1.9858 -1.0131  0.06
C 2.8484 -3.0029 -0.8420  -0.14
N 3.3762 -3.0076 0.5314  -0.11
C 3.2963 -4.3707 1.1410  -0.10
C 1.6259 -1.1818 -2.1520  -0.09
N 2.6510 -1.3507 -3.1654  0.13
C 3.3224 -0.1104 -3.4961  -0.44
O 3.7680 0.5500 -2.6157  0.18
F 3.4324 0.3638 -4.7712  0.14
C 2.1936 -2.0845 -4.3349  -0.42
O 2.9868 -2.5505 -5.0787  0.22
F 0.8633 -2.3097 -4.5967  0.13
H 0.5488 3.4341 0.1486  0.07
H -0.3980 3.7304 -1.3922  0.05
H 1.1007 4.7498 -0.9735  0.08
H 2.5974 3.2158 -1.7922  0.08
H 1.7641 1.8059 -1.0512  0.07
H 0.6799 0.0786 -4.3889  0.08
H -0.8298 0.8314 -3.7198  0.09
H -2.8626 3.8537 -0.6194  0.11
H -6.2972 0.6198 0.1587  0.10
H -5.1347 0.4044 -1.2593  0.09
H -5.7478 2.0613 -0.7721  0.10
H -5.7461 2.4251 1.6976  0.10
H -5.2816 0.8107 2.4681  0.10
H -4.0742 2.1567 2.4849  0.09
H -1.1914 0.0802 1.8214  0.13
H -2.2969 -0.9807 0.8761  0.16
H -1.1075 -1.0120 3.9539  0.14
H -0.2332 -2.6246 3.9595  0.16
H 1.0318 -0.4022 5.0926  0.14
H 2.2210 0.2536 3.9065  0.14
H 0.5526 2.0214 4.6902  0.13
H -0.8225 1.1458 3.9188  0.12
H 1.4804 1.8249 2.3443  0.09
H 0.9552 -2.5690 0.9319  0.14
H 2.3775 -3.9987 -1.1099  0.15
H 3.7067 -2.8563 -1.5456  0.15
H 4.3455 -2.6993 0.4497  0.11
H 4.1048 -4.4523 1.9110  0.10
H 3.4533 -5.1717 0.3567  0.09
H 2.2706 -4.4622 1.6023  0.09

## Properties
Highest occupied orbital energy, eV: -11.39
Kohn-Sham gap, eV: 6.655
Max |F|, Eh/bohr: 0.068
Total charge: +1
Calculated total energy, Ha: -2185.4574


ORCA calculation (the ωB97M-V functional and the def2-TZVPD basis) on a structure of composition C19H30BKO23 at a distorted geometry.

Each line ends with the Löwdin charge.
Geometry (Å):
K 0.3566 0.0323 0.1413  0.82
O -3.0501 3.5810 1.6229  0.15
C -3.5048 2.9063 0.7464  -0.40
O -4.3842 3.2071 -0.1817  0.25
B -4.5800 2.0572 -1.0772  -0.88
O -3.7371 0.9871 -0.4969  0.21
C -3.0922 1.4336 0.5632  -0.40
O -2.3012 0.8135 1.2143  0.10
O -4.3159 2.3003 -2.4915  0.21
C -5.4633 2.1452 -3.1778  -0.37
O -5.5819 2.4457 -4.3206  0.17
C -6.5647 1.7267 -2.1813  -0.40
O -5.9837 1.5444 -1.0037  0.22
O -7.7073 1.5570 -2.4639  0.16
C 4.0107 2.7801 -0.8450  -0.03
O 3.5483 3.7087 0.1182  0.01
C 2.5960 3.3264 0.9600  -0.64
O 1.9474 2.3123 0.8303  0.04
O 2.4492 4.2372 1.8887  0.02
C 1.3056 4.1269 2.7480  0.00
H 5.0841 2.9182 -0.9847  0.10
H 3.5807 3.0210 -1.8178  0.10
H 3.8610 1.7392 -0.5673  0.08
H 1.1784 5.0663 3.2784  0.10
H 1.4451 3.3740 3.5235  0.10
H 0.4651 3.8952 2.0960  0.10
C -3.5392 -2.8416 0.6429  -0.01
O -2.7488 -3.7540 -0.1248  0.03
C -1.6695 -3.2701 -0.7119  -0.62
O -1.2460 -2.1444 -0.6290  0.06
O -1.0875 -4.2320 -1.4019  0.02
C 0.1676 -3.9567 -2.0157  -0.02
H -2.9874 -2.0608 1.1683  0.09
H -4.1163 -3.4414 1.3393  0.10
H -4.1832 -2.3079 -0.0574  0.11
H 0.9619 -3.8932 -1.2722  0.07
H 0.0565 -3.0129 -2.5488  0.10
H 0.4862 -4.7057 -2.7362  0.10
C -1.2729 1.2828 -2.9887  -0.01
O -0.7689 2.6017 -3.0550  0.05
C -0.2735 3.1204 -1.9503  -0.58
O -0.0937 2.6329 -0.8530  0.06
O -0.0008 4.3931 -2.2428  0.03
C 0.4311 5.2062 -1.1645  -0.03
H -0.5513 0.6093 -2.5316  0.07
H -1.6956 0.8681 -3.8964  0.11
H -2.0995 1.3184 -2.2749  0.08
H 0.5075 6.2667 -1.4246  0.10
H 1.4767 5.0537 -0.8902  0.09
H -0.3242 5.2023 -0.3809  0.11
C 3.9672 -3.1294 -1.3996  -0.05
O 4.5218 -2.4952 -0.2771  0.03
C 3.9007 -1.4377 0.2335  -0.60
O 2.9067 -0.9177 -0.2211  0.04
O 4.4931 -1.1304 1.3647  0.04
C 3.9773 -0.0323 2.1029  -0.01
H 4.6918 -3.2432 -2.2081  0.10
H 3.1012 -2.6403 -1.8428  0.09
H 3.6798 -4.1617 -1.1909  0.09
H 4.3456 -0.1022 3.1251  0.10
H 2.8908 -0.0225 2.1402  0.09
H 4.3696 0.9144 1.7310  0.10
C -0.9823 -3.6952 3.7813  -0.01
O 0.2572 -3.9468 3.1191  0.00
C 0.7238 -3.0204 2.2910  -0.59
O 0.4110 -1.8716 2.2655  0.11
O 1.7056 -3.5274 1.5244  0.00
C 1.9508 -4.9138 1.3994  -0.04
H -0.8459 -3.2155 4.7481  0.10
H -1.5225 -4.6341 3.8633  0.10
H -1.6288 -3.0275 3.2093  0.09
H 2.9642 -5.1157 1.0580  0.09
H 1.2275 -5.3579 0.7146  0.10
H 1.9033 -5.4536 2.3468  0.10

## Properties
Highest occupied orbital energy, eV: -9.15
Kohn-Sham gap, eV: 8.923
Max |F|, Eh/bohr: 0.046
Energy relative to the best compared isomer or geometry (same formula, charge and spin), kJ/mol: 81.31
Calculated total energy, Ha: -3097.6200


ORCA calculation (the ωB97M-V functional and the def2-TZVPD basis) on a structure of composition C19H30CuN2O5S.

Each line ends with the Löwdin spin population.
Geometry (Å):
Cu 1.4424 1.3157 0.6010  0.66
C 0.6033 2.3057 -2.0939  0.00
C 1.8296 3.0482 -1.6394  0.00
O 2.6036 2.1165 -0.8420  0.05
C 3.7948 2.6627 -0.2065  0.00
C 3.4291 3.5363 0.9640  0.00
O 2.4876 2.8047 1.7657  0.01
C 1.6486 3.6200 2.6006  0.00
C 0.3886 2.8419 2.8873  0.00
O -0.1681 2.2844 1.6796  0.00
C -0.8274 3.2126 0.8068  0.00
C -1.2103 2.4346 -0.4249  0.00
O -0.0899 1.7118 -0.9732  0.00
H 0.8798 1.4819 -2.7434  0.00
H -0.0527 2.9798 -2.6418  0.00
H 1.5820 3.9323 -1.0465  0.00
H 2.4144 3.3554 -2.5059  0.00
H 4.3793 3.2247 -0.9323  0.00
H 4.3697 1.7991 0.1160  0.00
H 2.9779 4.4777 0.6453  0.00
H 4.3280 3.7639 1.5355  0.00
H 1.4366 4.5602 2.0881  0.00
H 2.1521 3.8478 3.5394  0.00
H -0.3379 3.4825 3.3863  0.00
H 0.6032 1.9891 3.5271  0.00
H -0.1674 4.0528 0.5689  0.00
H -1.7278 3.6012 1.2847  0.00
H -1.6366 3.1030 -1.1707  0.00
H -1.9545 1.6867 -0.1621  0.00
C -1.0068 -3.7270 2.5227  0.00
C -2.0903 -2.7165 2.1524  0.00
C -1.5191 -1.3865 1.6822  0.00
N -0.8603 -1.5429 0.3663  0.00
C 0.3998 -1.3619 0.0528  0.02
S 1.6152 -0.8016 1.2108  0.22
N 0.8340 -1.6548 -1.1788  0.01
C 0.0248 -1.9228 -2.3828  0.00
O 0.2526 -1.2124 -3.3212  0.00
C -0.9576 -3.0177 -2.3421  0.00
C -0.9026 -4.0419 -1.3909  0.00
C -1.8455 -5.0529 -1.4172  0.00
C -2.8387 -5.0472 -2.3930  0.00
C -2.8790 -4.0444 -3.3559  0.00
C -1.9401 -3.0328 -3.3347  0.00
H -1.4497 -4.6606 2.8696  0.00
H -0.3708 -3.3438 3.3271  0.00
H -0.3641 -3.9667 1.6676  0.00
H -2.7229 -2.5083 3.0157  0.00
H -2.7476 -3.1248 1.3779  0.00
H -0.7865 -1.0221 2.3927  0.00
H -2.2983 -0.6315 1.5835  0.00
H -1.4435 -1.9459 -0.3599  0.00
H 1.7833 -1.3876 -1.3873  0.00
H -0.0950 -4.0791 -0.6660  0.00
H -1.7996 -5.8540 -0.6888  0.00
H -3.5788 -5.8383 -2.4088  0.00
H -3.6392 -4.0601 -4.1264  0.00
H -1.9517 -2.2475 -4.0816  0.00

## Properties
Highest occupied orbital energy (alpha / beta), eV: -14.81 / -14.81
Multiplicity: 2
Kohn-Sham gap (alpha / beta), eV: 9.115 / 5.942
Max |F|, Eh/bohr: 0.013
Energy relative to the best compared isomer or geometry (same formula, charge and spin), kJ/mol: 47.69
Total charge: +2
Calculated total energy, Ha: -3265.8134
⟨S²⟩: 0.7561